No. 1
Computed, not measured: a 2-piece molecular cluster, C4H7NO overall, with ωB97M-V/def2-TZVPD.

Cartesian coordinates (Å):
C 1.915 0.269 -0.454
N 0.550 -0.043 -0.823
C -1.586 1.176 0.773
C -0.170 -0.690 0.004
C -1.502 -1.217 -0.444
O -2.067 -2.098 0.157
H 2.207 1.225 -0.897
H 2.566 -0.498 -0.894
H 2.089 0.289 0.631
H -1.252 1.014 1.823
H -1.039 2.099 0.480
H 0.174 -1.003 1.003
H -1.861 -0.789 -1.397

## Properties
* E_HOMO (alpha / beta): -9.665 / -9.596 eV
* frontier orbital gap (alpha / beta): 8.3 / 8.3 eV

These are the natural (NBO) partial charges, in e, on atoms 1 to 5: number 1, C, carries -0.451; number 2, N, carries -0.323; number 3, C, carries -0.210; number 4, C, carries -0.024; number 5, C, carries 0.400



No. 2
Computed, not measured: one molecule with the formula C3H6N2O2S, with ωB97M-V/def2-TZVPD.

Cartesian coordinates (Å):
O -1.138 1.605 0.814
C -0.434 0.769 0.433
C -0.617 -0.880 0.336
S -2.238 -0.673 -0.541
N 0.695 1.251 -0.328
C 1.907 0.594 -0.722
N 2.613 -0.363 -0.238
O 1.783 -1.210 0.680
H -0.454 -1.178 1.445
H 0.018 -1.402 -0.538
H -3.029 -0.321 0.781
H 0.651 2.274 -0.483
H 2.423 0.905 -1.586
H 2.743 -1.778 0.763

## Properties
* E_HOMO: -8.917 eV
* SMILES string: O=C(CS)N/C=N\O
* frontier orbital gap: 9.3 eV

These are the natural (NBO) partial charges, in e, on atoms 1 to 5: number 1, O, carries -0.565; number 2, C, carries 0.714; number 3, C, carries -0.634; number 4, S, carries -0.046; number 5, N, carries -0.696



No. 3
Computed, not measured: BaH18O9 as an isolated structure, with ωB97M-V/def2-TZVPD.

Cartesian coordinates (Å):
Ba -19.570 0.979 -1.497
O -17.346 0.275 -2.484
H -16.929 0.659 -3.255
H -16.779 -0.458 -2.244
O -20.118 2.104 1.132
H -20.927 1.766 1.516
H -20.148 3.045 1.300
O -20.524 1.218 -4.305
H -20.964 0.561 -4.844
H -21.148 1.941 -4.249
O -18.013 3.120 -2.314
H -17.680 2.928 -3.191
H -17.465 3.841 -2.002
O -19.037 -1.424 0.160
H -19.364 -1.808 0.973
H -18.638 -2.157 -0.309
O -22.288 0.588 -0.511
H -22.722 1.352 -0.132
H -22.916 0.246 -1.148
O -20.335 -1.491 -2.618
H -20.919 -2.149 -2.241
H -20.325 -1.686 -3.555
O -21.168 3.181 -2.164
H -20.766 4.014 -2.412
H -22.054 3.226 -2.522
O -17.507 1.472 0.386
H -16.892 1.274 1.092
H -17.486 2.425 0.310

## Properties
* E_HOMO (alpha / beta): -21.603 / -21.570 eV
* total charge: +3
* frontier orbital gap (alpha / beta): 11.8 / 3.4 eV
* 2S+1: 2

These are the natural (NBO) partial charges, in e, on atoms 1 to 5: number 1, Ba, carries 1.873; number 2, O, carries -0.996; number 3, H, carries 0.521; number 4, H, carries 0.523; number 5, O, carries -0.790



No. 4
Computed, not measured: C43H46LiO19S as an isolated structure, with ωB97M-V/def2-TZVPD.

Cartesian coordinates (Å):
Li 2.144 1.058 -3.010
S 0.181 0.353 -0.465
O 1.076 0.551 -1.561
O -1.043 1.017 -0.734
O -0.056 -1.026 -0.247
O 0.827 0.762 0.848
C 4.956 -0.557 -3.087
O 3.641 -0.389 -2.512
H 4.877 -0.145 -4.035
H 5.110 -1.625 -3.247
H 5.741 -0.110 -2.253
H 3.406 -0.965 -1.896
C -0.410 -4.320 0.923
C -0.419 -5.311 1.967
C -1.086 -6.523 1.700
C -1.953 -6.527 0.632
C -2.080 -5.498 -0.343
C -1.251 -4.332 -0.179
O -1.267 -3.277 -0.992
O -1.139 -7.583 2.538
H 0.152 -3.400 1.155
H 0.267 -5.201 2.626
H -2.705 -7.256 0.589
H -2.837 -5.716 -1.152
H -0.905 -2.335 -0.996
H -0.970 -8.514 2.275
C -3.552 0.280 1.074
C -4.145 -0.011 2.353
C -5.578 -0.328 2.373
C -6.243 0.024 1.234
C -5.594 0.361 0.057
C -4.261 0.392 -0.034
O -3.546 0.660 -1.273
O -6.311 -0.568 3.524
H -2.457 0.544 1.137
H -3.452 0.018 3.332
H -7.295 -0.058 1.278
H -6.260 0.592 -0.875
H -2.537 0.688 -1.013
H -5.955 -1.052 4.198
C -1.319 1.043 -5.687
C -1.733 0.001 -6.594
C -2.141 -1.328 -6.092
C -2.203 -1.549 -4.720
C -1.818 -0.515 -3.874
C -1.450 0.736 -4.312
O -1.036 1.633 -3.318
O -2.361 -2.270 -6.957
H -0.869 2.042 -6.049
H -1.618 0.060 -7.752
H -2.544 -2.455 -4.321
H -1.863 -0.618 -2.817
H -1.111 1.387 -2.284
H -1.886 -2.361 -7.798
C -0.671 4.799 -0.597
C -0.621 6.166 -1.066
C -1.515 7.177 -0.536
C -2.531 6.707 0.286
C -2.488 5.410 0.845
C -1.627 4.423 0.343
O -1.787 3.234 0.837
O -1.427 8.465 -0.906
H 0.074 4.180 -1.088
H 0.019 6.534 -1.756
H -2.992 7.559 0.746
H -3.286 5.188 1.648
H -1.307 2.316 0.594
H -2.147 9.031 -0.553
C 5.364 -2.964 0.099
C 4.178 -3.080 -0.560
C 3.005 -2.336 -0.082
C 3.157 -1.608 1.107
C 4.451 -1.318 1.645
C 5.538 -1.956 1.026
O 6.770 -1.856 1.708
O 1.946 -2.484 -0.842
H 6.156 -3.680 0.030
H 4.029 -3.583 -1.492
H 2.259 -1.057 1.692
H 4.245 -0.700 2.721
H 6.500 -1.375 2.450
H 1.314 -1.869 -0.496
C 4.661 2.554 -0.517
C 3.514 2.278 0.306
C 2.645 3.319 0.479
C 2.871 4.564 -0.135
C 3.935 4.716 -0.996
C 4.901 3.743 -1.137
O 5.913 3.846 -2.030
O 1.575 3.104 1.431
H 5.268 1.735 -0.411
H 3.359 1.332 0.665
H 2.434 5.468 -0.072
H 4.228 5.657 -1.494
H 5.542 4.243 -2.850
H 1.213 2.183 1.525
C -0.989 -1.375 6.062
C -0.225 -0.434 5.330
C -0.082 -0.487 3.951
C -0.592 -1.515 3.205
C -1.355 -2.495 3.941
C -1.515 -2.480 5.302
O -2.289 -3.228 6.076
O 0.566 0.608 3.339
H -1.055 -1.153 7.297
H 0.207 0.514 5.936
H -0.436 -1.802 2.223
H -1.723 -3.442 3.382
H -2.795 -4.079 5.617
H 0.529 0.801 2.392

## Properties
* E_HOMO: -5.208 eV
* total charge: -1
* frontier orbital gap: 6.2 eV

These are the Löwdin partial charges, in e, on atoms 1 to 5: number 1, Li, carries 0.764; number 2, S, carries 0.303; number 3, O, carries -0.358; number 4, O, carries -0.334; number 5, O, carries -0.302



Energy relative to the best compared isomer or geometry (same formula, charge and spin) readings, ordered: 6.387 6.035 0.036 0.000 eV
Calculated total energy readings, ordered: -286.3969 -775.9184 -712.4079 -3501.2474 Eh
Largest force on an atom readings, ordered: 0.0097 0.1418 0.0365 0.1484 hartree/bohr